C36H51ClCoN3OP2 | wB97M-V/def2-TZVPD

Positions of all 95 atoms, in Å:
1 C 2.540 -0.321 0.889
2 C 1.858 1.245 -0.736
3 C 3.889 -0.001 0.716
4 C 3.180 1.712 -0.834
5 C 4.192 1.073 -0.121
6 H 4.636 -0.618 1.209
7 H 3.409 2.538 -1.537
8 H 5.228 1.438 -0.186
9 N 1.577 0.452 0.353
10 P 0.466 -1.496 2.289
11 P -0.681 1.562 -2.474
12 C 2.119 -1.663 1.494
13 H 2.008 -2.408 0.683
14 H 2.888 -2.084 2.169
15 C -2.030 -0.338 0.527
16 O -3.132 -0.502 0.168
17 C 1.034 1.277 -1.970
18 H 1.537 2.030 -2.692
19 C -0.528 1.446 -4.425
20 C -1.835 3.059 -1.803
21 C -0.333 -3.192 2.190
22 C 1.027 -1.034 4.035
23 C -1.323 0.184 -4.809
24 H -2.353 0.230 -4.437
25 H -1.340 0.050 -5.902
26 H -0.870 -0.722 -4.375
27 C -1.120 2.678 -5.114
28 H -2.171 2.862 -4.847
29 H -0.531 3.578 -4.908
30 H -1.077 2.525 -6.204
31 C 0.920 1.290 -4.941
32 H 0.888 1.060 -6.022
33 H 1.505 2.220 -4.887
34 H 1.457 0.476 -4.438
35 C -3.262 2.805 -2.310
36 H -3.674 1.885 -1.880
37 H -3.909 3.628 -1.976
38 H -3.367 2.750 -3.396
39 C -1.882 3.056 -0.277
40 H -2.334 2.147 0.120
41 H -0.898 3.194 0.185
42 H -2.531 3.886 0.056
43 C -1.234 4.375 -2.250
44 H -1.256 4.544 -3.333
45 H -1.815 5.180 -1.776
46 H -0.193 4.483 -1.896
47 C -0.154 -1.131 5.004
48 H 0.147 -0.704 5.974
49 H -1.021 -0.562 4.651
50 H -0.470 -2.163 5.190
51 C 1.495 0.430 3.984
52 H 2.385 0.549 3.354
53 H 0.711 1.095 3.597
54 H 1.759 0.758 5.003
55 C 2.198 -1.870 4.579
56 H 2.359 -1.597 5.633
57 H 2.017 -2.946 4.545
58 H 3.138 -1.663 4.059
59 C -0.313 -3.722 0.736
60 H 0.701 -4.000 0.416
61 H -0.942 -4.630 0.680
62 H -0.702 -2.984 0.017
63 C -1.803 -3.072 2.619
64 H -2.361 -2.399 1.960
65 H -2.278 -4.065 2.566
66 H -1.912 -2.704 3.646
67 C 0.383 -4.212 3.082
68 H 1.450 -4.292 2.838
69 H 0.268 -3.993 4.151
70 H -0.058 -5.210 2.912
71 Co -0.293 -0.140 0.786
72 N -0.248 -0.820 -0.971
73 C 0.342 -0.332 -1.990
74 C 1.066 -1.401 -2.878
75 C 0.277 -2.489 -3.194
76 C 2.441 -1.389 -3.163
77 C 0.809 -3.552 -3.892
78 H -0.760 -2.444 -2.848
79 C 2.977 -2.452 -3.896
80 H 3.088 -0.583 -2.805
81 C 2.164 -3.531 -4.251
82 H 0.160 -4.382 -4.134
83 H 4.031 -2.457 -4.198
84 H 2.567 -4.380 -4.803
85 Cl -4.663 0.719 4.955
86 C -3.335 1.462 4.168
87 C -2.919 2.749 4.503
88 C -1.814 3.273 3.844
89 C -1.159 2.487 2.891
90 N -1.567 1.258 2.583
91 C -2.650 0.738 3.173
92 H -3.484 3.315 5.254
93 H -1.436 4.274 4.047
94 H -0.267 2.875 2.398
95 H -3.000 -0.250 2.904

Its energy relative to the best compared isomer or geometry (same formula, charge and spin) is 103.5 kcal/mol. The HOMO-LUMO gap (spin up / spin down) comes out at 0.2366 / 0.2181 Ha. As for the total charge: +1. As for the spin multiplicity: 4. The value obtained for the total energy is -113394.5234 eV.


C38H26Cl2N13O3PW | wB97M-V/def2-TZVPD

Positions of all 84 atoms, in Å:
1 W 1.202 -0.354 -1.125
2 Cl -4.922 -0.699 -4.534
3 C -3.323 -0.223 -4.056
4 C -2.714 -0.920 -3.018
5 C -1.448 -0.551 -2.601
6 N -0.682 -1.186 -1.588
7 C -0.954 -2.458 -1.214
8 O -1.933 -3.140 -1.475
9 C 0.100 -3.032 -0.290
10 C -0.085 -4.268 0.293
11 C 0.823 -4.687 1.251
12 C 1.867 -3.847 1.602
13 C 2.011 -2.635 0.946
14 N 1.151 -2.253 -0.009
15 C -0.806 0.539 -3.205
16 C -1.385 1.186 -4.281
17 C -2.658 0.808 -4.694
18 Cl -3.375 1.665 -6.019
19 N 0.410 0.891 -2.600
20 C 1.267 1.820 -3.092
21 O 1.284 2.366 -4.179
22 C 2.208 2.264 -1.983
23 C 3.137 3.259 -2.152
24 C 3.734 3.776 -1.002
25 C 3.355 3.294 0.238
26 C 2.458 2.232 0.310
27 N 1.911 1.726 -0.791
28 H -3.227 -1.752 -2.568
29 H -0.947 -4.846 -0.009
30 H 0.711 -5.652 1.728
31 H 2.586 -4.117 2.362
32 H 2.825 -1.963 1.176
33 H -0.866 1.982 -4.790
34 H 3.336 3.626 -3.148
35 H 4.472 4.564 -1.081
36 H 3.773 3.691 1.152
37 H 2.184 1.774 1.245
38 N 4.350 -1.437 -2.620
39 C 4.395 -0.950 -1.346
40 N 5.506 -0.844 -0.639
41 N 5.098 -0.337 0.543
42 N 3.837 -0.135 0.548
43 N 3.330 -0.516 -0.669
44 C 3.168 -1.744 -3.254
45 N 3.116 -2.414 -4.381
46 N 1.787 -2.500 -4.645
47 N 1.095 -1.919 -3.750
48 N 1.956 -1.400 -2.809
49 H 5.201 -1.789 -3.024
50 O 0.235 0.269 0.707
51 P -0.917 0.518 1.644
52 C -1.750 -0.983 2.149
53 C -2.574 -1.605 1.206
54 C -3.222 -2.786 1.520
55 C -3.066 -3.342 2.784
56 C -2.270 -2.717 3.733
57 C -1.612 -1.536 3.420
58 C -2.166 1.526 0.860
59 C -1.839 2.143 -0.345
60 C -2.801 2.867 -1.036
61 C -4.078 2.987 -0.515
62 C -4.407 2.382 0.695
63 C -3.456 1.645 1.379
64 C -0.273 1.315 3.112
65 C 0.916 0.814 3.649
66 C 1.475 1.407 4.769
67 C 0.850 2.500 5.356
68 C -0.326 3.005 4.823
69 C -0.888 2.415 3.699
70 H -2.723 -1.159 0.229
71 H -3.844 -3.267 0.777
72 H -3.576 -4.263 3.034
73 H -2.162 -3.147 4.720
74 H -0.994 -1.049 4.163
75 H -0.843 2.039 -0.755
76 H -2.551 3.318 -1.988
77 H -4.830 3.544 -1.058
78 H -5.410 2.470 1.090
79 H -3.727 1.138 2.298
80 H 1.419 -0.022 3.174
81 H 2.401 1.023 5.176
82 H 1.289 2.966 6.229
83 H -0.802 3.864 5.275
84 H -1.796 2.824 3.274

Its energy relative to the best compared isomer or geometry (same formula, charge and spin) is 3.8 kcal/mol. The HOMO-LUMO gap (spin up / spin down) comes out at 0.2438 / 0.2601 Ha. As for the spin multiplicity: 3. The value obtained for the total energy is -101505.3376 eV.


C2Br2N2O2 | wB97M-V/def2-TZVPD

Positions of all 8 atoms, in Å:
1 C 0.224 -0.104 -1.640
2 C -0.518 0.104 -0.374
3 N 0.810 -0.415 -2.591
4 N 0.712 0.076 1.265
5 O 1.660 -0.635 1.244
6 O 0.321 0.836 2.082
7 Br -1.447 1.684 -0.080
8 Br -1.761 -1.546 0.095

Its energy relative to the best compared isomer or geometry (same formula, charge and spin) is 23.3 kcal/mol. The HOMO-LUMO gap (spin up / spin down) comes out at 0.3290 / 0.3290 Ha. As for the spin multiplicity: 1. The value obtained for the total energy is -149228.4825 eV.


C25H19F2O4OsS | wB97M-V/def2-TZVPD

Positions of all 52 atoms, in Å:
1 Os 0.081 0.226 -0.807
2 O 3.306 1.835 -2.174
3 S 2.337 1.722 -1.091
4 O 2.495 2.649 0.020
5 O 2.129 0.193 -0.539
6 O 0.761 1.962 -1.567
7 C -0.912 5.931 -0.281
8 C 0.153 5.558 0.566
9 C 0.242 4.284 1.045
10 C -0.782 3.374 0.781
11 C -1.810 3.737 -0.075
12 C -1.875 5.036 -0.617
13 C -0.776 2.045 1.291
14 C -0.213 0.826 0.939
15 C 0.038 0.010 2.179
16 C -0.977 0.016 3.139
17 C -0.937 -0.812 4.228
18 C 0.116 -1.699 4.311
19 C 1.069 -1.861 3.304
20 C 0.988 -1.022 2.176
21 H -0.916 6.955 -0.664
22 H 0.940 6.334 0.757
23 H 1.079 4.033 1.733
24 H -2.546 2.989 -0.316
25 H -2.703 5.293 -1.287
26 H -1.439 1.894 2.177
27 H -1.799 0.714 2.915
28 H -1.648 -0.807 5.071
29 H 0.118 -2.311 5.236
30 H 1.936 -2.497 3.470
31 H 1.637 -1.150 1.321
32 F -1.795 1.345 -2.829
33 C -1.736 0.281 -1.809
34 F -3.055 0.369 -1.271
35 H -1.811 -0.579 -2.450
36 C 2.004 -3.956 -3.464
37 C 1.960 -2.540 -3.572
38 C 1.160 -1.847 -2.680
39 C 0.443 -2.495 -1.673
40 C -0.176 -1.810 -0.652
41 C -0.996 -2.464 0.286
42 C -1.119 -3.820 0.198
43 C -0.386 -4.547 -0.669
44 C 0.371 -3.923 -1.697
45 C 1.197 -4.642 -2.612
46 H 2.780 -4.492 -4.053
47 H 2.605 -1.997 -4.305
48 H 0.967 -0.747 -2.799
49 H -1.517 -1.892 1.094
50 H -1.904 -4.416 0.750
51 H -0.240 -5.570 -0.566
52 H 1.154 -5.714 -2.467

Its energy relative to the best compared isomer or geometry (same formula, charge and spin) is 49.6 kcal/mol. The HOMO-LUMO gap (spin up / spin down) comes out at 0.1687 / 0.2189 Ha. As for the total charge: -1. As for the spin multiplicity: 5. The value obtained for the total energy is -53155.6695 eV.


C36H28BrCl3FNO6SeTc | wB97M-V/def2-TZVPD

Positions of all 78 atoms, in Å:
1 Tc 0.743 0.161 -0.008
2 C 3.768 3.565 6.034
3 C 2.925 2.331 6.322
4 C 3.538 1.400 7.356
5 C 4.809 0.756 6.824
6 C 4.516 0.048 5.532
7 C 5.254 -1.033 5.117
8 C 4.956 -1.680 3.918
9 F 5.722 -2.724 3.567
10 C 3.927 -1.291 3.113
11 C 3.153 -0.193 3.521
12 C 2.064 0.264 2.673
13 O 1.752 -0.456 1.677
14 C 1.423 1.468 3.027
15 C 1.751 2.046 4.232
16 N 2.678 1.583 5.064
17 C 3.449 0.477 4.713
18 C 0.383 2.178 2.209
19 O -0.275 3.068 2.709
20 O 0.271 1.824 0.961
21 H 3.973 4.099 6.961
22 H 3.251 4.247 5.359
23 H 4.717 3.296 5.570
24 H 1.938 2.637 6.673
25 H 2.816 0.621 7.610
26 H 3.735 1.971 8.263
27 H 5.212 0.046 7.546
28 H 5.581 1.513 6.666
29 H 6.084 -1.393 5.711
30 H 3.707 -1.793 2.183
31 H 1.213 2.933 4.542
32 Cl -3.536 -5.536 -0.790
33 C -2.234 -4.385 -0.754
34 C -2.327 -3.278 0.069
35 C -1.274 -2.386 0.059
36 Cl -1.385 -0.969 1.098
37 C -0.131 -2.516 -0.735
38 O 0.853 -1.641 -0.760
39 C -0.089 -3.669 -1.535
40 Cl 1.291 -3.929 -2.543
41 C -1.121 -4.588 -1.553
42 H -3.196 -3.104 0.685
43 H -1.057 -5.452 -2.197
44 C 4.067 -0.589 -6.526
45 C 3.702 -0.177 -5.128
46 C 3.100 1.046 -4.878
47 C 2.765 1.453 -3.588
48 C 2.080 2.774 -3.396
49 C 3.067 0.591 -2.526
50 Se 2.801 1.240 -0.748
51 C 3.670 -0.654 -2.748
52 C 4.068 -1.575 -1.630
53 C 3.972 -1.014 -4.054
54 H 3.723 0.142 -7.257
55 H 3.626 -1.554 -6.781
56 H 5.149 -0.689 -6.636
57 H 2.867 1.704 -5.707
58 H 1.820 3.203 -4.363
59 H 2.716 3.487 -2.868
60 H 1.167 2.661 -2.811
61 H 3.296 -1.667 -0.871
62 H 4.973 -1.203 -1.141
63 H 4.279 -2.571 -2.018
64 H 4.441 -1.975 -4.233
65 Br -3.018 -0.847 -2.808
66 C -3.339 0.268 -1.313
67 C -4.449 0.014 -0.522
68 C -4.686 0.806 0.592
69 C -3.832 1.856 0.896
70 C -2.732 2.109 0.091
71 C -2.467 1.307 -1.014
72 C -1.222 1.546 -1.820
73 O -1.113 2.417 -2.641
74 O -0.258 0.668 -1.562
75 H -5.114 -0.799 -0.778
76 H -5.542 0.599 1.221
77 H -4.019 2.479 1.759
78 H -2.054 2.917 0.332

Its energy relative to the best compared isomer or geometry (same formula, charge and spin) is 0.0 kcal/mol. The HOMO-LUMO gap (spin up / spin down) comes out at 0.2575 / 0.2540 Ha. As for the spin multiplicity: 4. The value obtained for the total energy is -229437.7556 eV.


CH4CsN2O | wB97M-V/def2-TZVPD

Positions of all 9 atoms, in Å:
1 Cs -4.644 -44.483 -10.626
2 C -4.345 -40.015 -12.266
3 O -3.872 -39.738 -11.128
4 N -4.853 -41.194 -12.542
5 N -4.529 -39.152 -13.234
6 H -5.249 -41.468 -13.429
7 H -4.927 -41.821 -11.753
8 H -5.259 -39.212 -13.929
9 H -4.274 -38.227 -12.917

Its energy relative to the best compared isomer or geometry (same formula, charge and spin) is 1.3 kcal/mol. The HOMO-LUMO gap (spin up / spin down) comes out at 0.4724 / 0.2621 Ha. As for the total charge: +2. As for the spin multiplicity: 2. The value obtained for the total energy is -6659.5877 eV.